This record from OMol25 describes a cluster of 2 separate species, C27H62B3FIN6O5 in total at a distorted geometry. The level of theory is ωB97M-V/def2-TZVPD.

## Properties
Net charge   +1
E   -61032.31634 eV
Kohn-Sham gap   8.7 eV
Multiplicity   1
Maximum force   0.0403 hartree/bohr

Geometry as XYZ:
```
105
Properties=species:S:1:pos:R:3:mulliken_charge:R:1
C -2.1021 2.4279 -3.2811 -1.2224
C -2.8232 1.8191 -2.0711 -0.7479
C -2.1054 0.5497 -1.5338 -0.5384
C -1.1682 1.0347 -0.4386 -0.4938
N -0.2046 0.0269 0.0584 0.7870
B -0.5379 -1.4404 -0.1773 1.3010
O -0.2218 -2.0771 -1.3099 -0.5671
O -1.1769 -2.0235 0.8335 -0.6875
C -1.5109 -3.4034 0.6041 -0.0871
C -0.3418 -4.3335 0.8402 -1.1571
C 0.8794 0.4012 0.6500 -2.1490
N 1.2643 1.6365 0.9942 1.1322
C 0.4295 2.6422 1.6165 -0.1784
C -0.6010 2.0812 2.6078 -0.8735
C -1.5854 3.1360 3.0451 -1.0115
C -0.9396 4.2804 3.8234 -0.8561
N 0.0372 3.7968 4.8199 -0.4595
C 2.6752 1.8590 0.5718 1.3604
C 3.4412 2.6926 1.5843 -1.2554
C 3.3336 4.2250 1.5119 -1.1431
N 4.6697 4.7822 1.2481 -0.6463
C 2.4454 2.4711 -0.8480 -2.4606
C 3.6514 3.0302 -1.6322 -0.6808
C 3.6577 2.4641 -3.0835 -1.3516
I 3.4708 5.1824 -1.9557 0.0359
C 3.1168 0.3326 0.5775 0.6959
B 3.4456 -0.2774 -0.8944 1.3543
O 2.6700 -1.2890 -1.4394 -0.3796
O 4.5047 0.1491 -1.6135 -0.9672
C 4.3596 -0.0910 1.3638 -1.1905
F 5.4894 0.5370 0.8455 -0.4554
C 4.6429 -1.5945 1.2919 -0.4451
C 5.3648 -2.0075 2.6065 -1.4203
N 1.9401 -0.4917 1.0327 0.2268
B 1.7288 -0.6109 2.5084 0.3566
N 0.8105 -1.6484 2.9896 -0.5032
O 2.3767 0.1857 3.4149 -0.6004
H -1.4073 1.7352 -3.7469 0.3054
H -2.8099 2.7118 -4.0460 0.3786
H -1.5276 3.2989 -2.9832 0.3181
H -2.9845 2.5356 -1.2720 0.4169
H -3.8080 1.4946 -2.3824 0.4798
H -2.8988 -0.0844 -1.1578 0.1689
H -1.5985 0.1208 -2.3888 0.2559
H -1.7703 1.4851 0.3394 0.1899
H -0.5761 1.8289 -0.8839 0.2626
H -0.0873 -1.4397 -2.0286 0.2734
H -1.9668 -3.5784 -0.3641 -0.0043
H -2.2576 -3.6680 1.3423 0.4912
H -0.2063 -4.4578 1.9062 0.3190
H 0.5719 -3.9798 0.3750 0.1788
H -0.5538 -5.3170 0.4367 0.4375
H 0.9733 3.4011 2.1608 0.4803
H -0.1450 3.1879 0.8600 0.0601
H -0.0326 1.8221 3.4983 0.4761
H -1.0665 1.1620 2.2704 0.4107
H -2.3036 2.6447 3.6962 0.4619
H -2.1613 3.5590 2.2220 0.3226
H -1.6783 4.8637 4.3490 0.5681
H -0.4053 4.9069 3.1105 0.2399
H 0.9819 3.9474 4.4967 0.1376
H -0.0761 4.2681 5.7047 0.2716
H 4.5008 2.4678 1.5889 0.8807
H 3.0652 2.3803 2.5522 0.5790
H 3.0264 4.5612 2.5083 0.4631
H 2.5816 4.6039 0.8330 0.5835
H 4.6013 5.7867 1.1211 0.2411
H 5.2140 4.6547 2.0959 0.2608
H 1.7846 3.3110 -0.6603 1.2020
H 1.8472 1.7895 -1.4456 0.3872
H 4.5964 2.8585 -1.1430 0.6590
H 4.6961 2.2896 -3.3465 0.3597
H 3.1529 1.5115 -3.1385 0.2783
H 3.2882 3.1850 -3.7950 0.5198
H 3.1705 -2.1209 -1.4638 0.2285
H 4.4164 -0.1315 -2.5373 0.3710
H 4.3298 0.2110 2.4043 0.8107
H 3.7257 -2.1732 1.2585 0.1811
H 5.3375 -1.8128 0.4898 0.4973
H 4.6374 -2.2170 3.3770 0.2903
H 6.0249 -1.2029 2.9056 0.3434
H 5.9512 -2.8964 2.4137 0.4717
H 1.1410 -2.0353 3.8665 0.1858
H -0.1537 -1.3474 3.0694 0.1864
H 1.8324 0.1890 4.2194 0.3705
C -7.0991 -5.7513 -2.2479 -1.1979
C -5.7821 -5.5673 -2.9968 -0.5818
C -4.7134 -4.8460 -2.1781 -0.6134
C -5.0709 -3.4175 -1.7657 0.0167
C -5.3906 -2.4606 -2.9084 -0.5544
C -4.2133 -2.2287 -3.8499 -0.9517
H -7.5598 -4.7945 -1.9975 0.2844
H -7.8109 -6.3063 -2.8593 0.3886
H -6.9460 -6.3100 -1.3226 0.2913
H -5.9648 -5.0367 -3.9352 0.2468
H -5.3967 -6.5517 -3.2729 0.3874
H -3.7778 -4.8390 -2.7463 0.3106
H -4.5080 -5.4258 -1.2722 0.4380
H -4.2297 -3.0015 -1.1969 -0.3096
H -5.9203 -3.4404 -1.0776 0.4113
H -5.6794 -1.4975 -2.4769 0.3592
H -6.2569 -2.8128 -3.4731 0.3431
H -3.3545 -1.8401 -3.2939 0.0083
H -4.4813 -1.4987 -4.6155 0.3868
H -3.9045 -3.1399 -4.3628 0.3631
```